Version 1
Below is C3H6N4O as an isolated structure, with properties calculated with the ωB97M-V functional and the def2-TZVPD basis.

## Properties
LUMO = 0.147 eV
HOMO energy = -7.299 eV

Geometry as ORCA input:
```
! RIJCOSX wB97M-V def2-TZVPD def2/J DEFGRID3
* xyz 0 1
H 0.45 1.91 0.62
N 0.22 -1.82 -0.18
N -0.11 0.31 -0.14
C -1.41 -0.27 0.07
H 2.38 0.71 1.05
C -1.14 -1.67 -0.16
O -2.62 0.24 0.13
N 2.23 -0.17 0.06
C 0.81 -0.65 -0.08
H -1.96 -2.34 -0.11
H -2.76 1.39 -0.13
H 2.94 -1.04 0.03
H 0.89 1.74 -0.85
N 0.07 1.66 -0.32
*
```


Version 2
Below is one molecule with the formula C3H6N4O, with properties calculated with the ωB97M-V functional and the def2-TZVPD basis.

## Properties
LUMO = 0.079 eV
Structure (SMILES) = Cn1nc/c(=N\N)o1
HOMO energy = -8.790 eV

Geometry as ORCA input:
```
! RIJCOSX wB97M-V def2-TZVPD def2/J DEFGRID3
* xyz 0 1
H 0.11 2.14 -2.36
C 0.89 -0.57 0.57
N 0.57 0.24 -1.51
N -1.12 -1.67 1.81
H 1.74 2.45 -1.58
C 0.67 1.68 -1.49
C -0.45 -0.68 0.06
N -1.60 -0.99 0.56
H 0.37 2.06 -0.41
H -1.67 -1.19 2.67
N 1.62 -0.08 -0.43
O -0.52 0.01 -1.07
H 1.08 -0.82 1.53
H -1.68 -2.58 1.64
*
```


So which one wins? Going from most stable to least: version 1, version 2.


Version 1
Below is one molecule with the formula C3H6N4O, with properties calculated with the ωB97M-V functional and the def2-TZVPD basis.

## Properties
LUMO = 0.611 eV
Structure (SMILES) = [H]/N=C\NN(C=O)/C=N/[H]
HOMO energy = -9.967 eV

Geometry as ORCA input:
```
! RIJCOSX wB97M-V def2-TZVPD def2/J DEFGRID3
* xyz 0 1
C -1.09 0.92 -0.36
C 1.82 -0.32 0.11
N -0.51 -0.09 0.40
O -2.12 -1.58 -0.39
H 1.17 -1.05 -1.59
H -1.25 2.63 -0.73
H -0.56 -1.89 1.02
H -2.14 0.95 -0.65
H 0.89 0.60 1.66
N 0.75 -0.12 0.88
C -1.08 -1.34 0.27
N -0.58 2.04 -0.26
H 2.70 0.08 0.76
N 2.00 -0.83 -1.11
*
```


Version 2
Below is one molecule with the formula C3H6N4O, with properties calculated with the ωB97M-V functional and the def2-TZVPD basis.

## Properties
LUMO = 0.062 eV
Structure (SMILES) = [H]/N=c1/ncn(NC)o1
HOMO energy = -8.729 eV

Geometry as ORCA input:
```
! RIJCOSX wB97M-V def2-TZVPD def2/J DEFGRID3
* xyz 0 1
N 1.27 -0.11 -0.69
H 2.95 -0.62 0.43
C -0.53 1.49 0.04
H 1.47 0.13 1.43
O -0.83 -0.37 -0.89
H 2.01 0.30 -1.17
N -1.80 1.18 0.28
C -1.97 -0.03 -0.24
C 1.68 -0.64 0.65
H -2.71 -1.57 -0.52
N 0.19 0.61 -0.80
N -3.01 -0.87 0.13
H 1.05 -1.70 0.92
H 0.24 2.21 0.42
*
```


So which one wins? Going from most stable to least: version 1, version 2.


Version 1
Below is one molecule with the formula C3H6N4O, with properties calculated with the ωB97M-V functional and the def2-TZVPD basis.

## Properties
LUMO = 0.723 eV
Structure (SMILES) = [H]/N=c1\cc(N)on1N
HOMO energy = -8.468 eV

Geometry as ORCA input:
```
! RIJCOSX wB97M-V def2-TZVPD def2/J DEFGRID3
* xyz 0 1
H 1.28 -2.21 -1.45
H 1.98 -2.39 0.19
C 0.96 -0.62 -0.38
N -0.28 1.16 2.09
O 1.09 -0.08 0.87
H -2.69 0.85 -1.08
N 0.15 0.88 0.83
C -0.84 0.61 -0.40
H -0.09 2.22 2.01
N -2.10 0.83 -0.15
C 0.05 -0.19 -1.29
H -0.18 -0.56 -2.39
H -1.27 1.17 1.89
N 1.95 -1.68 -0.73
*
```


Version 2
Below is one molecule with the formula C3H6N4O, with properties calculated with the ωB97M-V functional and the def2-TZVPD basis.

## Properties
LUMO = 0.380 eV
Structure (SMILES) = [H]/N=c1/ccn(O)n1N
HOMO energy = -8.795 eV

Geometry as ORCA input:
```
! RIJCOSX wB97M-V def2-TZVPD def2/J DEFGRID3
* xyz 0 1
C 1.05 1.12 0.27
H -0.39 2.74 -0.45
O 2.11 -0.62 -0.42
N -2.20 0.52 -0.11
C -0.92 0.64 -0.06
H 2.16 1.44 -0.01
N -0.15 -0.69 -0.26
N 1.09 -0.27 0.52
C -0.14 1.80 -0.03
H -1.63 -2.25 -0.61
H -2.48 -0.48 0.21
H 2.56 -1.28 0.33
H -1.52 -1.60 0.97
N -0.97 -1.71 0.11
*
```


So which one wins? Going from most stable to least: version 1, version 2.


Version 1
Below is one molecule with the formula C3H6N4O, with properties calculated with the ωB97M-V functional and the def2-TZVPD basis.

## Properties
LUMO = 0.765 eV
Structure (SMILES) = NNC1=NCC=NO1
HOMO energy = -8.686 eV

Geometry as ORCA input:
```
! RIJCOSX wB97M-V def2-TZVPD def2/J DEFGRID3
* xyz 0 1
H 2.86 -0.25 1.13
N 1.69 0.55 -0.19
H -3.17 -0.88 0.20
N -1.23 -1.45 0.03
H -2.38 1.71 -0.92
C -2.12 -0.53 0.01
H -2.21 1.56 0.99
C 0.40 0.28 0.01
H 1.84 1.50 0.02
C -1.82 1.03 0.00
N 2.74 -0.36 0.12
N -0.42 1.29 0.06
O 0.15 -1.06 -0.14
H 3.66 -0.14 -0.54
*
```


Version 2
Below is a 2-piece molecular cluster, C3H6N4O overall, with properties calculated with the ωB97M-V functional and the def2-TZVPD basis.

## Properties
LUMO (alpha / beta) = -0.673 / -0.769 eV
HOMO energy (alpha / beta) = -8.785 / -8.804 eV

Geometry as ORCA input:
```
! RIJCOSX wB97M-V def2-TZVPD def2/J DEFGRID3
* xyz 0 1
N 1.80 -1.13 -0.12
O 3.04 0.79 0.13
H -1.25 3.55 -0.72
C -1.60 -0.33 0.38
C 1.97 0.22 0.09
N 0.40 -1.50 0.05
N -0.19 -0.22 0.29
H -2.16 -0.37 -0.59
H 0.20 -2.14 -0.72
C 0.59 0.80 0.40
H -2.00 -1.16 0.84
H -1.87 0.54 0.83
N -1.27 2.68 -0.19
H 2.34 -1.73 -0.66
*
```


Version 3
Below is one molecule with the formula C3H6N4O, with properties calculated with the ωB97M-V functional and the def2-TZVPD basis.

## Properties
LUMO = 0.666 eV
Structure (SMILES) = ONC1=NCC=NN1
HOMO energy = -8.743 eV

Geometry as ORCA input:
```
! RIJCOSX wB97M-V def2-TZVPD def2/J DEFGRID3
* xyz 0 1
N 1.07 -0.50 -0.40
H 0.23 -2.40 0.04
H 0.66 -2.12 -1.71
O 0.53 2.54 1.36
H -1.86 -1.89 -1.39
H 2.14 1.49 0.59
N -1.74 -0.28 -0.36
C -1.18 -1.29 -0.86
C 0.43 0.49 0.13
N 1.15 1.75 0.35
H 0.60 2.01 2.19
N -0.88 0.52 0.32
H -1.40 1.31 0.49
C 0.25 -1.64 -0.75
*
```


So which one wins? Going from most stable to least: version 3, version 1, version 2.